Molecular formula: C36H72O18S9
Method: DFT, wB97M-V/def2-TZVPD

Structure (XYZ):
```
135
Properties=species:S:1:pos:R:3:forces:R:3:mulliken_charge:R:1
C -2.38471 -4.50025 -5.42227 2.760 1.753 0.597 -0.6907
C -1.11583 -5.35380 -4.99183 -2.039 0.651 1.461 -0.4561
C 0.12717 -4.56329 -5.24878 0.762 -0.174 -2.300 -0.9352
S -0.17928 -2.77995 -4.95592 -3.199 -1.690 -1.140 1.2365
O -0.12955 -2.06560 -6.25755 0.725 -0.849 2.770 -0.6671
O 0.46491 -2.42091 -3.69354 -0.055 0.574 -1.157 -0.5519
C -2.04396 -3.15137 -4.65401 -0.058 -0.358 0.995 0.0673
H -3.32514 -4.99659 -5.18281 0.087 0.421 0.001 0.3948
H -2.29384 -4.12829 -6.44280 -0.413 -0.940 -0.473 0.3493
H -1.17906 -6.39847 -5.29639 0.548 0.231 -0.516 0.4005
H -1.15744 -5.37735 -3.90288 -0.477 -0.415 0.343 0.1175
H 0.24225 -4.62606 -6.33087 0.538 0.348 -0.190 0.3760
H 1.03567 -4.97516 -4.80935 -0.123 0.430 0.339 0.4661
H -2.67563 -2.26919 -4.75817 0.269 0.059 -0.976 0.5970
H -2.16941 -3.33858 -3.58756 0.566 -0.148 0.168 -0.5398
C 4.09059 -3.53628 1.65640 -0.453 -0.069 -1.727 -0.5459
C 3.31897 -2.87549 2.70767 0.009 0.758 1.682 -0.8610
C 2.21047 -3.82996 3.11200 -0.249 1.185 0.470 0.4101
S 2.91201 -5.53457 2.92364 -0.234 -1.505 0.223 1.1891
O 2.16993 -6.38857 2.01075 1.060 1.490 1.595 -0.5186
O 3.26926 -5.99040 4.33669 -0.509 0.602 -1.349 -0.2997
C 4.47329 -4.95841 2.20184 0.558 1.134 -1.006 -0.7164
H 4.84335 -2.88330 1.21473 0.935 -0.611 0.593 0.4788
H 3.36230 -3.46158 0.84886 0.038 -1.393 -0.628 0.2961
H 2.88067 -1.92156 2.41440 -0.495 -0.095 -0.500 0.1250
H 3.92747 -2.51734 3.53807 0.058 -0.608 0.500 0.4266
H 1.43340 -3.98054 2.36260 -0.385 0.302 0.042 0.1434
H 1.83563 -3.50009 4.08091 -0.416 -0.924 0.026 -0.0539
H 4.72555 -5.76681 1.51559 0.128 0.237 -0.176 0.4833
H 5.24021 -4.80737 2.96152 -0.203 -0.400 0.223 0.3849
C -2.20796 -3.96064 0.49094 -0.128 0.135 -0.720 0.1880
C -2.98908 -4.00547 -0.85940 -0.205 -1.572 0.074 -0.3508
C -4.18277 -3.05023 -0.76765 1.119 0.599 2.046 -0.5904
S -4.91956 -3.54980 0.87139 -1.604 1.050 -1.102 1.0637
O -5.70282 -4.74742 0.54082 1.541 0.699 0.962 -0.6312
O -5.66947 -2.45217 1.52136 1.863 -1.738 -0.795 -0.6309
C -3.19845 -3.76353 1.61726 -0.977 0.269 0.678 -0.6475
H -1.48186 -3.14851 0.52739 -0.061 0.238 -0.196 -0.5572
H -1.61674 -4.87301 0.56932 -0.205 -0.134 0.147 0.4797
H -3.33385 -5.03832 -0.90907 -0.350 -0.116 -0.212 0.3763
H -2.28501 -3.94573 -1.68936 -0.246 0.678 -0.050 -0.2374
H -5.02089 -2.87387 -1.44186 0.432 -0.618 -0.301 0.5522
H -3.65732 -2.12329 -0.53790 -0.623 0.725 -0.136 0.2320
H -3.16867 -4.50357 2.41698 -0.312 -0.208 -0.269 0.3865
H -3.03675 -2.80154 2.10361 -0.234 0.030 -0.024 0.2145
C -1.45711 3.01768 5.13377 -1.131 0.612 1.176 -0.5481
C -0.08969 3.40006 4.73310 2.674 -1.398 -1.036 -0.1261
C 0.32438 4.73358 5.30059 -2.017 0.377 1.391 -0.7897
S -0.38838 4.65386 7.00732 1.199 4.246 -0.145 1.0881
O -0.82139 6.05645 7.35170 -0.079 -3.478 -0.832 -0.6618
O 0.65661 4.13688 7.85688 -0.492 -1.118 0.429 -0.6428
C -1.68656 3.42302 6.62034 -0.109 0.284 0.004 -0.6622
H -1.66264 1.94776 5.10006 0.005 0.110 -0.614 0.2154
H -2.05768 3.59739 4.43282 -0.919 -0.310 0.449 0.3280
H 0.02204 3.25443 3.65867 -0.156 0.764 -0.263 0.0991
H 0.58564 2.60702 5.05423 0.485 0.112 0.653 0.2187
H -0.32594 5.56018 5.01435 0.221 0.053 -0.995 0.3164
H 1.35070 5.09177 5.38101 -0.079 -0.506 -0.124 0.4665
H -2.69894 3.78007 6.80927 0.243 0.394 0.029 0.3795
H -1.50362 2.62501 7.33993 0.155 -0.146 -0.211 0.3404
C -3.42879 3.21613 -3.19034 -0.391 0.955 1.163 -0.9553
C -2.09166 3.73502 -2.51829 0.512 0.661 -1.873 0.5376
C -1.85652 5.17436 -3.15557 -1.060 -0.436 0.749 -0.8916
S -2.53612 5.20222 -4.86453 -0.661 0.634 0.462 1.0148
O -1.43625 4.93746 -5.81341 -1.589 0.357 1.222 -0.5397
O -3.38471 6.41854 -4.96291 1.567 -2.246 -0.279 -0.6654
C -3.60713 3.68327 -4.64048 0.818 -0.637 -0.344 -0.6630
H -4.29410 3.64551 -2.68538 0.277 0.604 0.552 0.4530
H -3.67727 2.17340 -2.99267 0.768 -0.328 -0.581 0.4174
H -1.20873 3.14453 -2.76292 -0.294 -0.409 -0.432 -0.7897
H -2.09433 3.74814 -1.42838 -0.510 0.321 -0.057 0.5201
H -0.88892 5.67253 -3.21614 0.320 -0.717 0.056 0.4328
H -2.45986 5.83460 -2.53253 -0.305 0.300 -0.494 0.3876
H -3.29091 2.88482 -5.31174 0.505 0.373 -0.279 0.2827
H -4.65179 3.86914 -4.88997 0.189 0.540 0.129 0.4561
C 0.63566 -0.34183 -1.22804 -1.886 1.483 -2.116 -0.2037
C 1.09014 -0.55982 0.12324 1.907 -1.051 2.720 -0.7323
C 0.05204 -0.14797 1.19635 0.474 -0.313 0.040 -0.5631
S -0.68370 1.40787 0.51406 0.699 0.281 -0.088 1.0987
O -0.05958 2.59537 1.15514 -0.947 -2.180 -1.209 -0.5204
O -2.13247 1.26895 0.48558 1.196 0.289 -0.061 -0.6763
C 0.03559 1.07527 -1.22792 -1.419 0.597 -0.370 -0.5821
H -0.14425 -1.04942 -1.50938 -0.215 -0.020 0.167 0.0411
H 1.34320 -0.45261 -2.04976 0.419 0.074 0.376 0.3917
H 2.03576 -0.04947 0.30613 0.010 0.574 0.021 0.4976
H 1.40847 -1.59847 0.21259 -0.330 -0.446 0.403 0.1950
H 0.42717 -0.01375 2.21093 0.720 0.911 -0.228 0.4739
H -0.60993 -0.96560 1.48160 -0.976 0.201 -1.055 0.0711
H 0.59801 1.90029 -1.66510 0.953 0.022 0.997 0.1872
H -0.80022 1.18338 -1.91917 -0.585 -0.564 0.333 0.2244
C 3.44337 4.18824 -0.99388 0.518 -1.644 -1.131 0.0054
C 3.75144 5.50730 -1.50582 -1.390 4.321 0.754 -0.8022
C 3.07868 6.54518 -0.54221 1.211 1.291 -0.682 -0.8432
S 3.39419 5.98718 1.14649 -0.115 -2.822 -1.422 1.0458
O 2.23152 6.21970 1.93424 -0.608 0.727 0.944 -0.5826
O 4.72788 6.14866 1.71379 -1.195 0.367 -1.142 -0.6428
C 3.26273 4.21801 0.48356 0.888 -0.418 1.448 -0.2985
H 4.34939 3.72546 -1.38510 -0.203 -1.462 0.720 0.2051
H 2.62270 3.80308 -1.59908 -0.325 -0.366 0.607 -0.0956
H 3.13010 5.69698 -2.38107 1.225 0.030 -0.807 0.2502
H 4.82659 5.68642 -1.51437 -0.201 0.308 -0.684 0.4397
H 2.01613 6.63510 -0.76802 -0.225 -0.601 0.753 0.3197
H 3.40818 7.57025 -0.71182 0.501 -0.015 0.155 0.5374
H 2.34444 3.71315 0.78349 -0.063 0.453 0.339 0.0351
H 4.11354 3.74668 0.97557 -0.116 -0.226 0.161 0.4207
C 2.62252 1.30419 -4.79676 1.387 -0.276 -0.568 -0.4249
C 2.76261 2.65063 -5.60189 -0.052 -1.343 0.620 -0.6829
C 1.33276 2.99937 -5.77872 -2.872 0.704 1.137 -0.4573
S 0.28743 1.50242 -5.92030 0.870 -0.447 -2.378 1.0977
O -0.15360 1.31490 -7.29350 0.090 0.128 1.005 -0.7385
O -0.69395 1.48074 -4.86235 0.058 -0.041 0.462 -0.3825
C 1.69948 0.39847 -5.60623 -0.415 0.386 0.337 -0.0804
H 2.28711 1.43958 -3.76852 -0.398 0.316 -0.050 -0.1443
H 3.58896 0.81251 -4.68562 0.178 0.017 -0.130 0.5486
H 3.27247 2.45258 -6.54472 0.091 0.086 0.046 0.3609
H 3.29633 3.40241 -5.02046 0.027 0.004 -0.170 0.3055
H 0.87806 3.80030 -6.36168 0.648 -0.234 -0.837 0.5941
H 0.90256 3.27107 -4.81476 0.440 0.372 0.567 -0.0498
H 2.10114 0.18928 -6.59770 0.061 0.103 -0.007 0.3921
H 1.43088 -0.55705 -5.15573 -0.150 0.440 0.145 -0.3541
C -0.30491 -4.80690 6.44665 0.326 -0.351 -1.272 -0.3296
C -0.01559 -3.48874 7.11067 1.202 1.362 0.972 -0.8129
C -0.14230 -2.24303 6.15796 -1.960 -1.181 0.169 -0.7719
S -1.38852 -2.80926 4.93831 0.107 0.388 0.373 1.1192
O -0.81610 -2.66874 3.60898 0.339 -0.666 -0.218 -0.4356
O -2.61585 -2.09622 5.18775 0.226 -0.681 0.013 -0.6785
C -1.47223 -4.59003 5.47409 -0.588 0.261 0.225 -0.8459
H -0.53280 -5.56503 7.19592 -0.151 0.058 -0.126 0.3861
H 0.62753 -5.13038 5.98403 -0.115 -0.265 -0.527 0.0065
H 1.00945 -3.50010 7.48114 0.103 -0.052 0.018 0.3750
H -0.58664 -3.47498 8.03902 -0.443 0.862 -0.280 0.3630
H 0.72727 -1.82418 5.65149 0.148 -0.528 0.110 0.3749
H -0.73687 -1.41122 6.53569 0.427 0.025 0.619 0.5091
H -1.65812 -5.21354 4.59957 0.835 0.006 -0.177 0.4232
H -2.38392 -4.77365 6.04261 -0.229 0.747 0.080 0.4638
```
Positions in Å, forces in eV/Å.

Spin multiplicity: 2
DFT total energy (Ha): -6352.169656
Charge: +1
E_HOMO (spin up / spin down) (eV): -11.18 / -11.18
Energy relative to the best compared isomer or geometry (same formula, charge and spin) (kJ/mol): 466.85
F_max (hartree/bohr): 0.08948
E_LUMO (spin up / spin down) (eV): -3.577 / -9.912